90
Properties=species:S:1:pos:R:3 method="wB97M-V/def2-TZVPD" lumo_energy_ha="-0.017 / -0.020" energy_ev=-106314.6613 gap_ev="5.1 / 5.1" e_above_lowest_kcal_mol=38.37 fmax_ha_per_bohr=0.0706 mol_weight_da=696.49 multiplicity=3
P 0.32930 -2.02811 -4.34779
P 0.08221 1.60324 -5.35134
C -0.29926 -1.16169 -5.81869
C 0.44182 0.10800 -6.28473
H -1.36438 -0.95912 -5.61201
H -0.24716 -1.93529 -6.59894
H 1.53808 -0.01874 -6.30572
H 0.11541 0.37355 -7.30334
C -1.48209 2.39181 -5.87244
H -1.83796 3.13696 -5.13275
H -2.26815 1.62664 -6.03231
H -1.26418 2.91433 -6.82995
C 1.34867 2.85673 -5.62320
H 1.00028 3.50219 -6.43574
H 2.29876 2.38843 -5.90086
H 1.49519 3.47532 -4.72791
C -0.97469 -3.41207 -4.04933
H -0.70909 -4.03749 -3.11691
H -0.75960 -4.03305 -4.93563
H -2.02217 -3.06281 -4.01616
C 1.89484 -2.72552 -4.89785
H 2.62257 -1.91527 -5.05102
H 1.69683 -3.23488 -5.85271
H 2.29226 -3.44500 -4.16907
Ti 0.05083 -2.53749 -2.15460
C 1.05822 2.55896 -1.55961
C -0.23030 2.91233 -1.64882
C -1.38964 2.28751 -2.34784
C -1.71872 0.83160 -1.90422
C -1.21931 -0.10480 -2.91366
C 0.19844 -0.36496 -3.03887
C 1.13062 0.80170 -3.30666
C 1.71313 1.29813 -1.97563
C 1.66495 -2.57076 -0.54021
H 1.75126 3.25478 -1.08314
H -0.49679 3.84008 -1.13509
H -1.25846 2.28304 -3.45176
H -2.26083 2.94958 -2.18835
H -1.35799 0.60070 -0.87438
H -2.81763 0.72734 -1.85824
H -1.95603 -0.76550 -3.41379
H 0.83301 -0.87839 -2.16558
H 0.44224 1.61393 -3.66623
H 1.93341 0.50040 -4.00548
H 1.64931 0.51063 -1.20246
H 2.78336 1.45970 -2.13986
H 2.08534 -1.84859 0.17011
H 2.26606 -2.60186 -1.47997
H 1.61796 -3.53350 -0.01999
C -3.72039 -0.31824 4.24157
Si -2.11149 -1.19822 4.67337
C -1.86562 -1.07813 6.54231
C -2.24654 -3.02165 4.22685
Si -0.43243 -0.24644 3.35158
Te -0.57446 -1.48404 0.42239
Si -0.32086 1.97036 4.14401
C -0.05602 2.09647 6.00622
C 1.09822 2.88482 3.29046
C -1.93255 2.85645 3.71397
Si 1.59791 -1.17942 4.03009
C 1.93030 -1.06136 5.88057
C 1.61876 -2.98758 3.52771
C 2.97765 -0.28763 3.11314
H -4.54799 -0.96926 4.55712
H -3.82027 -0.14107 3.16341
H -3.82054 0.64469 4.75716
H -2.50294 -1.85192 6.99703
H -0.83821 -1.25694 6.87889
H -2.19455 -0.10799 6.93658
H -2.19071 -3.17900 3.14329
H -1.46193 -3.62169 4.70377
H -3.22481 -3.37760 4.57945
H 0.97133 1.85092 6.29994
H -0.24026 3.14082 6.30037
H -0.73530 1.46602 6.59010
H 1.17702 2.62116 2.22549
H 0.89526 3.96553 3.36104
H 2.06621 2.68656 3.77238
H -2.30179 2.56671 2.72033
H -2.72530 2.66027 4.44841
H -1.73493 3.93933 3.69955
H 1.17825 -1.57544 6.49066
H 2.89394 -1.56185 6.06023
H 2.02431 -0.03243 6.24680
H 1.18624 -3.15848 2.53662
H 2.66704 -3.31274 3.50373
H 1.08343 -3.61277 4.25105
H 2.69268 0.00368 2.09531
H 3.31051 0.61200 3.64474
H 3.83090 -0.97659 3.04297